{"formula": "C37H30N6O12", "method": "ωB97M-V/def2-TZVPD", "elements": ["C", "C", "C", "C", "O", "N", "O", "C", "O", "C", "C", "C", "C", "C", "C", "N", "C", "C", "O", "H", "H", "H", "H", "H", "H", "H", "H", "H", "H", "C", "C", "C", "C", "C", "C", "N", "O", "O", "H", "H", "H", "H", "H", "C", "C", "C", "C", "C", "C", "N", "O", "O", "H", "H", "H", "H", "H", "C", "C", "C", "C", "C", "C", "N", "O", "O", "H", "H", "H", "H", "H", "C", "C", "C", "C", "C", "C", "N", "O", "O", "H", "H", "H", "H", "H"], "positions_angstrom": [[-2.855, -2.604, -2.508], [-1.864, -3.482, -2.637], [-0.527, -3.021, -3.100], [-0.108, -3.116, -4.369], [-0.874, -3.648, -5.365], [-0.355, -4.964, -5.881], [-0.131, -5.701, -5.031], [1.241, -2.613, -4.751], [1.871, -3.093, -5.664], [1.750, -1.495, -3.911], [2.644, -0.581, -4.466], [3.104, 0.482, -3.683], [2.687, 0.609, -2.363], [1.818, -0.324, -1.777], [1.446, -0.176, -0.320], [2.326, -1.004, 0.535], [1.336, -1.380, -2.570], [0.370, -2.396, -2.071], [0.266, -2.735, -0.913], [-3.756, -2.820, -1.949], [-2.766, -1.615, -2.945], [-2.006, -4.538, -2.441], [2.974, -0.687, -5.490], [3.794, 1.194, -4.122], [3.048, 1.450, -1.783], [1.597, 0.858, -0.013], [0.423, -0.495, -0.177], [3.263, -0.989, 0.142], [2.030, -1.970, 0.420], [9.604, -1.712, -3.258], [9.542, -0.791, -2.220], [8.319, -0.442, -1.672], [7.176, -1.033, -2.178], [7.212, -1.948, -3.214], [8.442, -2.287, -3.755], [5.873, -0.682, -1.592], [5.853, 0.144, -0.700], [4.889, -1.234, -2.036], [10.562, -1.984, -3.680], [10.448, -0.344, -1.835], [8.253, 0.273, -0.865], [6.299, -2.387, -3.589], [8.492, -3.001, -4.565], [-5.556, 2.847, -1.741], [-4.720, 2.619, -2.827], [-3.515, 1.959, -2.651], [-3.175, 1.535, -1.379], [-3.990, 1.752, -0.283], [-5.190, 2.417, -0.473], [-1.907, 0.819, -1.182], [-1.182, 0.661, -2.148], [-1.648, 0.430, -0.063], [-6.496, 3.363, -1.883], [-5.005, 2.957, -3.814], [-2.852, 1.778, -3.484], [-3.693, 1.414, 0.699], [-5.842, 2.600, 0.368], [-6.746, 1.309, 6.144], [-7.775, 1.973, 5.488], [-7.498, 2.768, 4.388], [-6.184, 2.877, 3.967], [-5.144, 2.228, 4.607], [-5.434, 1.438, 5.708], [-5.890, 3.708, 2.788], [-6.819, 4.281, 2.251], [-4.739, 3.767, 2.407], [-6.969, 0.686, 7.001], [-8.795, 1.871, 5.831], [-8.285, 3.292, 3.868], [-4.127, 2.335, 4.259], [-4.632, 0.926, 6.218], [2.473, -0.096, 4.689], [2.285, 1.000, 5.522], [1.008, 1.478, 5.769], [-0.062, 0.837, 5.171], [0.102, -0.255, 4.339], [1.384, -0.722, 4.099], [-1.422, 1.331, 5.433], [-1.548, 2.303, 6.149], [-2.350, 0.738, 4.915], [3.472, -0.462, 4.495], [3.136, 1.487, 5.979], [0.848, 2.331, 6.410], [-0.754, -0.730, 3.884], [1.530, -1.566, 3.441]], "forces_ev_per_a": [[0.230, -0.133, 0.050], [-0.149, 0.282, -0.190], [-0.261, -0.123, -0.630], [-0.391, -0.093, 0.522], [0.397, 0.304, -0.117], [-0.388, -0.414, 0.005], [0.342, 0.186, -0.052], [0.236, 0.089, 0.169], [-0.202, 0.021, -0.235], [0.328, 0.313, 0.156], [0.020, 0.112, 0.506], [-0.370, -0.429, -0.066], [-0.233, -0.249, -0.400], [-0.107, 0.155, -0.222], [0.879, -0.452, -0.106], [-0.083, -0.263, -0.142], [0.424, 0.354, -0.283], [-0.124, 0.057, -0.147], [0.045, 0.070, 0.096], [-0.218, -0.268, -0.441], [0.167, 0.176, 0.418], [0.135, 0.059, 0.527], [-0.080, -0.109, 0.002], [-0.044, 0.065, 0.086], [-0.055, -0.078, 0.131], [-0.301, 0.098, -0.078], [-0.047, 0.246, 0.246], [0.074, 0.196, 0.133], [-0.116, 0.015, 0.049], [-0.023, 0.008, 0.010], [-0.012, -0.048, -0.053], [0.093, 0.062, 0.061], [0.073, -0.009, -0.041], [-0.018, -0.087, -0.097], [0.051, 0.039, 0.037], [-0.029, 0.022, -0.054], [0.010, 0.023, 0.061], [0.117, -0.243, 0.116], [0.003, 0.004, -0.006], [0.001, 0.008, 0.004], [-0.080, -0.013, 0.008], [-0.042, 0.038, 0.056], [-0.008, -0.004, -0.005], [0.042, -0.030, -0.004], [-0.031, 0.016, 0.052], [-0.014, 0.019, -0.121], [-0.095, 0.024, -0.024], [-0.060, -0.003, 0.123], [-0.036, -0.017, -0.133], [0.047, 0.094, -0.006], [-0.076, -0.062, -0.040], [-0.138, -0.043, 0.078], [0.000, 0.008, 0.006], [0.006, 0.002, -0.007], [0.056, -0.040, 0.041], [0.063, -0.010, -0.027], [-0.019, 0.033, 0.003], [0.038, 0.014, -0.022], [0.044, -0.017, 0.010], [-0.144, 0.000, 0.024], [-0.021, -0.064, 0.108], [0.113, 0.029, -0.043], [-0.109, -0.001, 0.026], [0.004, 0.016, 0.066], [-0.044, 0.000, -0.051], [0.081, -0.004, 0.013], [-0.003, 0.003, 0.010], [-0.008, 0.006, -0.001], [0.046, 0.026, -0.053], [-0.060, 0.006, -0.006], [0.040, 0.011, -0.031], [-0.038, 0.024, 0.034], [-0.009, -0.055, -0.051], [0.084, 0.083, 0.063], [0.062, -0.038, -0.003], [-0.025, -0.108, -0.081], [0.023, 0.005, 0.017], [0.106, 0.018, -0.030], [-0.039, 0.023, 0.031], [-0.029, -0.048, -0.004], [0.003, 0.008, -0.020], [-0.001, 0.009, 0.004], [-0.076, -0.007, -0.005], [-0.047, 0.048, 0.019], [0.021, 0.039, -0.053]], "lowdin_charge": [0.0459, -0.0940, -0.0651, -0.1961, -0.0300, 0.0723, 0.1184, -0.2697, 0.1296, -0.0780, -0.0010, -0.0599, -0.0323, -0.1451, -0.2133, 0.0361, -0.0366, -0.2654, 0.1253, 0.0636, 0.0650, 0.1146, 0.1183, 0.1083, 0.1187, 0.1146, 0.0725, 0.0468, 0.0552, -0.0704, -0.0649, -0.0026, -0.1431, 0.0014, -0.0625, -0.3313, 0.0780, 0.0747, 0.1072, 0.1080, 0.1190, 0.1212, 0.1091, -0.0579, -0.0649, -0.0057, -0.1454, 0.0078, -0.0570, -0.3251, 0.0781, 0.0806, 0.1101, 0.1073, 0.1179, 0.1194, 0.0868, -0.0668, -0.0697, -0.0084, -0.1437, 0.0021, -0.0564, -0.3543, 0.0676, 0.0724, 0.1064, 0.1062, 0.1170, 0.1018, 0.0992, -0.0638, -0.0668, -0.0071, -0.1490, 0.0034, -0.0597, -0.3376, 0.0808, 0.0600, 0.1081, 0.1062, 0.1173, 0.1197, 0.1008], "total_charge": 0, "homo_lumo_gap_ev": 7.945, "smiles": "C=CC1=C(ON=O)C(=O)c2cccc(CN)c2C1=O.O=[N+]([O-])c1ccccc1.O=[N+]([O-])c1ccccc1.O=[N+]([O-])c1ccccc1.O=[N+]([O-])c1ccccc1"}

{"formula": "C2H17N2O4", "method": "ωB97M-V/def2-TZVPD", "elements": ["N", "C", "C", "N", "H", "H", "H", "H", "H", "H", "H", "H", "H", "H", "H", "O", "H", "H", "O", "H", "H", "O", "H", "H", "O"], "positions_angstrom": [[-1.522, 0.002, 1.157], [-1.453, -0.896, -0.087], [-0.326, -0.419, -0.994], [-0.612, -1.175, -2.252], [-0.730, -0.261, 1.764], [-1.361, 0.968, 0.878], [-2.368, -0.058, 1.708], [-1.485, -1.925, 0.226], [-2.383, -0.722, -0.670], [-0.280, 0.629, -1.280], [0.565, -0.776, -0.508], [-1.331, -0.637, -2.732], [0.214, -1.280, -2.832], [-1.636, 3.829, 0.233], [-0.716, 3.174, -0.747], [-1.395, 2.955, -0.096], [2.081, 2.315, -0.632], [2.326, 1.810, -2.030], [1.818, 1.609, -1.232], [1.340, -1.862, 2.106], [0.413, -2.148, 3.312], [0.575, -1.504, 2.616], [3.427, -1.460, 0.877], [2.375, -0.627, 0.450], [2.463, -1.543, 0.764]], "forces_ev_per_a": [[1.049, -0.492, -0.355], [-1.903, 2.164, -0.506], [-0.619, -1.951, -0.912], [0.284, 0.205, 0.774], [0.010, -0.311, 0.221], [-0.281, 0.486, -0.184], [-0.336, -0.126, -0.049], [0.665, -0.305, 0.039], [0.276, -0.069, 0.687], [-0.168, 0.224, 1.080], [0.742, 0.150, -0.424], [0.355, -0.324, -0.345], [-0.245, 0.156, -0.004], [-0.249, -0.114, 0.195], [-0.001, -0.294, -0.079], [0.290, 0.130, -0.016], [0.009, -0.003, 0.103], [-0.089, -0.171, 0.028], [0.293, 0.333, -0.061], [-0.408, 0.525, 0.155], [-0.117, 0.066, 0.106], [0.084, -0.275, -0.225], [-0.081, -1.036, 0.298], [-0.856, -0.100, -0.125], [1.295, 1.132, -0.399]], "lowdin_charge": [0.1941, -0.1224, -0.2589, 0.0122, 0.1121, 0.1107, 0.1635, 0.1283, 0.1338, 0.0862, 0.0786, 0.0774, 0.0781, 0.0595, 0.0426, -0.0495, 0.0526, 0.0640, -0.0469, 0.0217, 0.0585, -0.0733, 0.0851, 0.0437, -0.0517], "total_charge": 1, "homo_lumo_gap_ev": 9.979, "relative_energy_kj_mol": 49.5}